(1)
{
  "formula": "F2H2P2S6",
  "method": "ωB97M-V/def2-TZVPD",
  "elements": ["F", "F", "P", "P", "S", "S", "S", "S", "S", "S", "H", "H"],
  "xyz": [[-4.9533, -0.1040, -0.4512], [0.1977, -0.1967, 1.0068], [-3.4117, -0.3657, 0.0813], [0.4961, -1.0177, -0.3318], [-3.1344, -1.7094, 1.4682], [0.1683, -2.9178, -0.2316], [-3.0490, 1.6678, 0.5643], [2.4773, -0.4019, -0.5179], [-2.6028, -0.5790, -1.8892], [-1.0855, 0.6224, -1.8519], [-3.0655, 1.4839, 1.9018], [2.6003, -1.1283, -1.6280]],
  "forces_ev_per_angstrom": [[1.36, -0.97, 0.67], [0.00, -0.42, -0.63], [-1.69, 0.71, 0.68], [-0.87, 0.66, 0.02], [-0.35, 1.10, -1.34], [-0.14, 1.36, -0.41], [0.17, -0.40, 0.22], [-0.24, 0.22, -0.07], [-1.12, -0.96, 0.15], [2.71, -0.92, 1.21], [0.01, -0.22, -0.27], [0.16, -0.17, -0.22]],
  "nbo_charge": [-0.58, -0.58, 1.14, 1.15, -0.43, -0.38, -0.25, -0.22, -0.07, -0.13, 0.18, 0.16],
  "homo_energy_ev": [-9.07, -9.07],
  "max_force_ha_per_bohr": 0.06041,
  "lumo_energy_ev": [-2.1, -2.1],
  "gap_ev": [6.929, 6.930],
  "charge": 0
}



(2)
{
  "formula": "F2H3N2PS",
  "method": "ωB97M-V/def2-TZVPD",
  "elements": ["N", "N", "F", "F", "P", "S", "H", "H", "H"],
  "xyz": [[0.2116, 1.8472, -0.3478], [0.0678, 0.7542, 0.3045], [2.3496, 0.3707, -0.3081], [-2.7399, -1.2783, 0.2730], [1.3381, -0.5162, 0.6639], [0.3999, -1.6799, -0.6037], [-1.9941, -1.8905, -0.1446], [1.1723, 1.9756, -0.3285], [-0.8053, 0.4173, 0.4914]],
  "forces_ev_per_angstrom": [[-3.35, -3.26, 2.28], [3.08, 4.22, -1.91], [0.11, -0.31, 0.62], [3.01, -2.43, -1.67], [0.87, 0.06, -0.63], [-0.12, -0.72, -0.12], [-2.77, 2.62, 1.75], [2.88, 0.60, -0.55], [-3.71, -0.79, 0.23]],
  "nbo_charge": [-0.17, -0.38, -0.61, -0.60, 1.07, -0.64, 0.58, 0.34, 0.41],
  "homo_energy_ev": [-9.18, -9.18],
  "max_force_ha_per_bohr": 0.10818,
  "lumo_energy_ev": [-1.9, -1.9],
  "gap_ev": [7.331, 7.332],
  "charge": 0
}



(3)
{
  "formula": "F2H4N2P",
  "method": "ωB97M-V/def2-TZVPD",
  "elements": ["N", "N", "F", "F", "P", "H", "H", "H", "H"],
  "xyz": [[-2.0508, -0.1794, -0.1645], [0.2186, -0.5385, 1.5206], [1.4641, 1.5465, -1.3134], [0.2900, -1.4819, -0.7715], [-0.6543, -0.6257, 0.1701], [-2.2715, -0.0241, -1.1503], [1.9862, 2.0560, -1.9617], [1.1717, -0.6018, 1.2267], [-0.1538, -0.1510, 2.4441]],
  "forces_ev_per_angstrom": [[1.25, 0.16, 0.28], [-2.67, 0.54, 0.06], [1.13, 1.07, -1.44], [-1.19, 1.42, 1.21], [0.96, -1.02, -0.91], [-0.45, -0.31, 0.16], [-1.25, -1.21, 1.55], [1.14, -0.09, 0.90], [1.08, -0.55, -1.81]],
  "nbo_charge": [-1.09, -1.14, -0.59, -0.48, 2.27, 0.46, 0.59, 0.47, 0.50],
  "homo_energy_ev": -16.98,
  "max_force_ha_per_bohr": 0.05290,
  "lumo_energy_ev": -5.5,
  "gap_ev": 11.433,
  "charge": 1
}



(4)
{
  "formula": "F2H4NNaO6S2",
  "method": "ωB97M-V/def2-TZVPD",
  "elements": ["Na", "N", "S", "O", "O", "F", "S", "O", "O", "F", "O", "H", "H", "O", "H", "H"],
  "xyz": [[14.7968, 16.2265, -7.1227], [16.2675, 17.6592, -6.0420], [17.2154, 17.0969, -5.0023], [17.3324, 17.6768, -3.6829], [18.4093, 16.2886, -5.3749], [16.2395, 15.8984, -4.5782], [17.4674, 18.6115, -6.8275], [18.1050, 18.0445, -8.0447], [18.2826, 19.5735, -6.0369], [16.4077, 19.6027, -7.5505], [12.2476, 16.5002, -7.4833], [11.4828, 16.3156, -8.0285], [12.2823, 15.7714, -6.8637], [14.8856, 17.6400, -9.5320], [15.7685, 17.8266, -9.8511], [14.3237, 17.7584, -10.2978]],
  "forces_ev_per_angstrom": [[0.02, 0.48, -0.43], [1.68, 3.10, -3.30], [4.34, -6.28, 7.80], [-0.20, 1.22, -1.90], [-2.36, 2.58, -0.88], [-1.34, -0.93, -0.60], [1.66, 4.29, -4.29], [-1.69, 0.11, 3.27], [-2.38, -3.37, -1.10], [0.09, -0.73, 0.80], [0.77, -0.02, 0.16], [-0.19, 0.02, -0.25], [-0.50, -0.24, 0.33], [-0.12, -0.41, 0.42], [0.47, 0.16, 0.06], [-0.24, 0.02, -0.11]],
  "nbo_charge": [0.97, -1.17, 2.39, -0.88, -0.88, -0.55, 2.31, -0.88, -0.82, -0.50, -0.95, 0.50, 0.47, -0.97, 0.49, 0.48],
  "homo_energy_ev": -10.13,
  "max_force_ha_per_bohr": 0.21233,
  "lumo_energy_ev": -1.3,
  "gap_ev": 8.815,
  "charge": 0
}



(5)
{
  "formula": "F2H4OSi2",
  "method": "ωB97M-V/def2-TZVPD",
  "elements": ["O", "F", "F", "Si", "Si", "H", "H", "H", "H"],
  "xyz": [[0.4503, 1.2769, -0.1612], [-4.3410, 0.8746, 0.4373], [-2.9291, -0.9310, 0.5581], [0.5529, -0.4207, -0.1415], [-3.2141, 0.2919, -0.5061], [1.9675, -0.9444, -0.3472], [-0.6171, -0.7143, -1.3152], [0.0451, -0.5049, 1.1879], [0.4211, 1.8027, -0.9557]],
  "forces_ev_per_angstrom": [[0.43, -0.72, 0.28], [-0.95, 1.07, 0.12], [0.50, 0.14, -0.90], [-1.33, 1.98, -2.30], [0.41, -1.17, 0.79], [-0.90, 0.07, -0.06], [1.92, -0.35, 1.57], [-0.20, -0.95, 0.85], [0.12, -0.09, -0.35]],
  "nbo_charge": [-1.11, -0.71, -0.72, 1.18, 1.44, -0.18, -0.21, -0.19, 0.50],
  "homo_energy_ev": -10.44,
  "max_force_ha_per_bohr": 0.06453,
  "lumo_energy_ev": -0.2,
  "gap_ev": 10.258,
  "charge": 0
}



(6)
{
  "formula": "F2H4SSi2",
  "method": "ωB97M-V/def2-TZVPD",
  "elements": ["F", "F", "Si", "Si", "S", "H", "H", "H", "H"],
  "xyz": [[2.9900, -0.7411, -0.4421], [-3.0406, -0.9664, 0.0874], [1.7485, 0.0569, 0.1794], [-1.7966, -0.0008, -0.1596], [0.1227, -1.3088, 0.2073], [2.1539, 0.4028, 1.5261], [1.4951, 1.1653, -0.7189], [-1.8225, 0.3815, -1.5521], [-1.8503, 1.0105, 0.8726]],
  "forces_ev_per_angstrom": [[0.05, -0.06, -0.03], [0.10, -0.09, 0.00], [-0.15, -0.73, -0.26], [1.78, -1.75, 0.56], [-1.74, 0.98, -0.27], [0.06, 0.30, 0.36], [-0.15, 0.53, -0.11], [0.03, 0.34, -0.34], [0.03, 0.48, 0.10]],
  "nbo_charge": [-0.65, -0.65, 1.39, 1.45, -0.71, -0.21, -0.22, -0.20, -0.21],
  "homo_energy_ev": -9.84,
  "max_force_ha_per_bohr": 0.04966,
  "lumo_energy_ev": 0.5,
  "gap_ev": 10.386,
  "charge": 0
}



Q: Which value of charge does entry 5 give?
A: 0